Entry i
Molecular formula: C4H7N2
Method: DFT, wB97M-V/def2-TZVPD

Calculated values
Gap between HOMO and LUMO (alpha / beta), eV: 5.3 / 7.7
LUMO level (alpha / beta), eV: -4.66 / -7.72
Charge: +1
E_HOMO (alpha / beta), eV: -10.0 / -15.4
<S²>: 2.016
Multiplicity: 3

Positions of all 13 atoms, in Å:
H (-0.3918, -1.5923, -0.9866)
C (1.8590, 1.8841, -0.0784)
H (1.5590, 2.2561, 0.9386)
H (0.4463, -0.5021, -1.4841)
H (-0.7643, 1.6749, 1.0764)
H (2.2514, 2.5980, -0.7954)
N (-1.0465, -1.5000, -0.0720)
C (-1.0042, -0.2608, 0.3681)
H (-1.6134, -2.2442, 0.3928)
H (2.1950, -1.0796, -1.4133)
C (1.4740, 0.7207, -0.4708)
C (1.3955, -0.2937, -1.2068)
N (-1.0048, 0.7258, 1.0034)

Entry ii
Molecular formula: C4H7N2
Method: DFT, wB97M-V/def2-TZVPD

Calculated values
Gap between HOMO and LUMO (alpha / beta), eV: 8.0 / 8.3
LUMO level (alpha / beta), eV: -3.86 / -7.55
Charge: +1
E_HOMO (alpha / beta), eV: -11.9 / -15.9
<S²>: 2.015
Multiplicity: 3

Positions of all 13 atoms, in Å:
N (-1.0807, -0.5608, -0.4268)
H (1.4619, -1.2600, 0.1140)
C (1.4126, -0.5061, -0.7209)
H (-1.5438, 0.7892, 2.3301)
H (0.5110, 1.5366, 1.5010)
N (-1.2036, 0.4520, 1.4157)
H (1.1657, -1.2054, -1.5932)
H (-1.2241, -1.0994, -1.2657)
C (0.0309, 0.3084, -0.4612)
H (2.3246, 0.1890, -0.8261)
C (-1.8693, -0.4626, 0.5807)
C (-0.1503, 0.9033, 0.8568)
H (0.1650, 0.9161, -1.5044)

Which one sits at the top of the stability order? entry ii does.

Entry i
Molecular formula: C17H24N2O6S
Method: DFT, wB97M-V/def2-TZVPD

Calculated values
Gap between HOMO and LUMO, eV: 9.8
LUMO level, eV: 0.37
E_HOMO, eV: -9.5
Multiplicity: 1

Positions of all 50 atoms, in Å:
C (-0.6897, -0.4598, 1.0632)
C (-0.2298, 0.5837, 3.1834)
C (0.0203, 0.4576, 1.8318)
H (2.8534, 3.1676, 0.7541)
O (1.9746, 0.0578, -2.9207)
H (1.3146, -4.2845, 1.1866)
H (1.3559, 2.4069, -0.3500)
O (2.7139, -1.6244, -1.2926)
H (0.7776, 1.0778, 1.3744)
H (-1.1978, 3.5262, -1.4272)
C (-1.5232, -4.2582, -0.3849)
O (0.9506, -0.0547, -0.6606)
C (-1.6685, -1.2283, 1.6789)
H (1.2948, 2.9171, -2.0251)
O (-1.0933, -4.2693, 1.9662)
N (0.9519, 4.4691, -0.6435)
C (-0.1977, -2.0375, -0.9030)
C (3.2777, 4.0762, 0.3315)
C (-1.4331, 0.1944, -1.2672)
C (-0.6454, 2.6569, -1.0655)
N (0.6625, -4.8255, 0.6300)
H (0.3327, 1.2909, 3.7792)
H (-1.3677, -5.1067, -1.0536)
H (-2.3068, -2.3407, -1.0664)
H (-0.1161, 1.2620, -2.6494)
C (-1.1909, -0.2049, 3.7963)
C (2.2864, 4.9372, -0.4221)
C (-1.9157, -1.1047, 3.0330)
H (0.3761, 4.6351, 0.1750)
H (-2.2611, 0.4756, -0.6152)
C (-1.3973, -2.9270, -1.1762)
C (-0.6592, -4.4200, 0.8499)
H (-1.7824, 1.7439, -2.6345)
C (-0.4012, -0.5953, -0.4141)
H (-1.8450, -0.4828, -2.0179)
H (0.9264, -4.7705, -0.3460)
H (-0.9634, 2.4410, -0.0431)
H (3.6844, 4.6719, 1.1478)
H (0.6309, -2.4966, -0.3687)
C (0.8283, 3.0624, -1.0511)
H (-1.3824, -0.1378, 4.8584)
O (2.6170, 6.0286, -0.8141)
H (-2.5525, -4.3413, -0.0383)
H (4.1074, 3.7893, -0.3146)
S (1.6755, -0.8195, -1.8467)
H (-1.3422, -3.1845, -2.2334)
O (0.4322, -1.7244, -2.2258)
H (-2.6682, -1.7360, 3.4854)
C (-0.9544, 1.4537, -1.9840)
H (-2.2602, -1.9476, 1.1304)

Entry ii
Molecular formula: C17H24N2O6S
Method: DFT, wB97M-V/def2-TZVPD

Calculated values
Structure (SMILES): NCCCc1cc(O)cc2c1C(=O)N(CCO)C2=O.O=S1(=O)CCCC1
Gap between HOMO and LUMO, eV: 7.9
LUMO level, eV: -1.38
E_HOMO, eV: -9.3
Multiplicity: 1

Positions of all 50 atoms, in Å:
H (-2.0223, 4.9863, 5.3015)
O (1.6401, 2.9377, 4.2609)
H (1.9399, -3.9860, -0.4053)
H (-0.5116, 1.6608, -0.3578)
C (0.9023, -4.2612, -2.5366)
H (-1.1352, 2.0611, 5.3649)
C (-1.5269, 0.4572, -3.0838)
C (-0.6167, -2.7138, -0.2572)
C (-0.8230, -4.2916, -0.6505)
C (0.9533, 0.7149, -4.0202)
C (-1.0486, -0.3092, -1.7153)
C (-1.3979, 4.1787, 5.7024)
H (-1.4348, 3.9029, 2.9298)
H (0.2019, -2.5918, 2.0491)
C (-0.5669, 0.2135, -4.3901)
H (1.2430, -3.1897, -2.8844)
N (1.8877, 0.3040, -5.1431)
H (1.0614, -5.0469, -3.4200)
H (-2.6213, 0.0888, -3.3453)
H (0.9180, 1.9065, -3.9871)
O (3.3092, -4.7947, -1.8403)
N (-0.5777, -4.2839, -2.1742)
O (-1.1641, -5.3170, 0.1341)
H (1.6766, -5.8404, -0.9283)
C (1.9021, -4.7415, -1.3228)
H (-1.6972, 4.0182, 6.7429)
H (2.5093, -0.4410, -4.7085)
H (0.2055, 5.6567, 5.6521)
H (1.3058, 0.8932, 1.9012)
H (1.3799, 0.2777, -3.0219)
H (0.6690, 4.0930, 6.3902)
C (-0.8755, 3.1906, 3.5436)
C (0.0752, 4.5724, 5.6072)
C (-1.5917, 2.9199, 4.8583)
O (0.9001, 5.0962, 3.1493)
C (-0.5454, 0.4913, -0.3471)
H (3.3029, -4.6006, -2.8280)
S (0.6523, 3.9701, 4.0274)
C (-1.4151, -3.1130, -2.7308)
C (-0.0683, -0.2927, 1.0474)
C (-1.0487, -1.9463, -1.6395)
H (-1.6024, 1.6164, -2.8086)
O (0.4076, 0.5242, 2.2132)
H (-0.6361, -0.8943, -4.7648)
H (-0.6680, 2.2839, 2.9727)
C (-0.1197, -1.9632, 1.1128)
O (-2.2289, -3.1422, -3.7897)
H (2.5300, 1.1233, -5.3117)
H (-0.9784, 0.9256, -5.2478)
H (-2.6507, 2.6959, 4.7003)

Which one sits at the top of the stability order? entry i does.

Entry i
Molecular formula: F6H26O13P
Method: DFT, wB97M-V/def2-TZVPD

Calculated values
Gap between HOMO and LUMO, eV: 10.6
LUMO level, eV: 1.86
Charge: -1
E_HOMO, eV: -8.7
Multiplicity: 1

Positions of all 46 atoms, in Å:
F (-4.2650, 2.2390, 27.4346)
F (-3.5598, 3.7129, 24.5821)
F (-3.9682, 1.5777, 25.3512)
O (-9.7831, 4.7500, 27.7615)
O (-5.6190, 8.8608, 27.6255)
O (-0.9643, -0.5171, 22.7565)
H (-6.6748, 2.4513, 21.1887)
H (-5.6976, 6.8606, 21.2196)
P (-3.9520, 3.0484, 26.0399)
F (-2.3047, 3.1264, 26.0780)
H (-1.9933, 8.0903, 31.0543)
O (-2.3740, 8.3395, 24.7182)
H (-0.6713, -0.8881, 23.5888)
H (-6.1368, 2.8991, 30.4145)
O (-6.0416, 1.8197, 20.8475)
O (-8.3260, 5.5044, 22.5113)
H (-4.8190, 8.7157, 27.1204)
O (-2.1238, 8.5990, 30.2541)
H (-0.2737, 1.3932, 28.2244)
H (-7.5737, -0.7987, 28.6466)
H (-9.3869, 3.9230, 27.4872)
O (0.1490, 1.2396, 29.0694)
O (-8.4727, -0.5976, 28.9066)
H (-7.4104, 2.8803, 31.2327)
H (-5.5890, -1.8129, 25.6912)
H (-5.3166, 2.3561, 20.5268)
H (-1.6014, 0.1532, 23.0036)
H (-9.2799, 5.5725, 22.5508)
H (-6.8128, -2.2947, 24.9414)
H (-2.4757, 7.5161, 25.1955)
H (-8.0813, 5.0809, 23.3341)
H (2.0266, 5.0808, 28.8384)
H (-3.0482, 8.3084, 24.0395)
H (-3.0351, 8.4350, 30.0114)
H (-0.5754, 1.1743, 29.6917)
H (2.4561, 6.5252, 28.6922)
H (-6.2760, 8.3117, 27.1975)
F (-3.9935, 4.4924, 26.9202)
O (-6.5239, 3.2411, 31.2204)
H (-10.6436, 4.7546, 27.3424)
H (-5.1289, 7.2789, 19.8804)
O (-6.3169, -2.4318, 25.7486)
F (-5.5196, 3.0856, 25.5775)
O (2.7202, 5.6930, 29.0845)
O (-4.9468, 7.2997, 20.8199)
H (-9.0159, -1.1172, 28.3140)

Entry ii
Molecular formula: F6H26O13P
Method: DFT, wB97M-V/def2-TZVPD

Calculated values
Gap between HOMO and LUMO, eV: 10.0
LUMO level, eV: 2.08
Charge: -1
E_HOMO, eV: -7.9
Multiplicity: 1

Positions of all 46 atoms, in Å:
F (-0.3951, 1.7528, -0.2422)
H (-1.1138, -3.5369, 1.3628)
O (1.6319, 0.1933, -4.4910)
O (0.7041, 3.1934, 1.9830)
H (3.1553, -0.0176, -2.1360)
H (-3.0657, 0.5688, 2.2563)
H (1.0767, -1.3533, 3.0812)
O (-0.6099, -0.5724, 4.2074)
O (4.3362, 1.5789, 0.3242)
H (1.0944, -1.8399, 1.6477)
H (1.1974, 2.6198, -1.1535)
F (-1.5240, -0.1592, -0.3366)
H (-4.1139, 1.5641, -0.9944)
H (-0.1168, -0.0394, 4.8312)
H (2.4287, 2.4797, -2.0231)
H (3.6169, 1.5198, 0.9531)
O (-4.3767, 0.6438, -0.9793)
H (0.9847, 2.3068, 1.7560)
O (-0.5806, -4.1883, 0.9071)
H (0.8591, -2.7136, -3.4279)
H (-0.0583, 3.0666, 2.5477)
H (-0.8257, -1.3697, 4.6911)
O (3.3993, -0.6066, -1.4220)
H (-0.7428, -5.0045, 1.3800)
O (0.3230, -1.9216, -3.3893)
O (-3.4071, -2.6603, -1.0755)
H (-3.6719, 0.2007, -0.5069)
H (1.1219, -0.5064, -4.0828)
H (0.5656, -1.5077, -2.5611)
F (-0.5627, 0.3438, 1.6219)
H (4.6527, 2.4785, 0.4056)
F (1.5439, 0.7268, 0.5270)
H (-1.7751, 2.5552, -1.0155)
O (1.5778, -1.8957, 2.4721)
O (-3.0024, 0.0061, 3.0280)
P (-0.0250, 0.2505, 0.1163)
H (-2.2564, 2.7015, -2.4434)
O (-2.5237, 2.8468, -1.5358)
H (3.2044, -0.1123, -0.6259)
H (2.5385, -0.1096, -4.4403)
F (0.3701, -0.0137, -1.4202)
H (-2.5653, -2.3511, -1.4101)
H (-3.2210, -2.9395, -0.1790)
O (1.7593, 3.1090, -1.7544)
F (0.4641, -1.2990, 0.2931)
H (-2.0721, 0.0114, 3.2533)

Which one sits at the top of the stability order? entry ii does.

Entry i
Molecular formula: C6H17NO2
Method: DFT, wB97M-V/def2-TZVPD

Calculated values
Gap between HOMO and LUMO (alpha / beta), eV: 5.8 / 5.8
LUMO level (alpha / beta), eV: 0.64 / 0.64
E_HOMO (alpha / beta), eV: -5.2 / -5.2
Multiplicity: 1

Positions of all 26 atoms, in Å:
H (-0.9827, 1.5597, 2.3137)
H (-2.2930, -1.5641, 1.7732)
H (-1.6729, 0.7693, -3.4586)
C (0.0111, 0.9659, -2.0870)
H (-1.9935, 0.1835, -1.8295)
H (1.3023, 1.9418, 0.2820)
C (-0.5650, -0.4771, 1.7718)
H (-0.1857, 1.9972, -1.7916)
H (1.6149, -1.6978, -0.0576)
H (0.0237, -2.3152, 1.7569)
C (0.9861, -1.2435, -0.8290)
H (-1.1075, 0.4209, 3.6592)
N (0.5967, 0.0962, -0.4112)
H (-0.9823, -0.7573, -2.9365)
O (0.0876, -1.5674, 2.3642)
H (0.4834, 0.8847, 3.0773)
H (-0.4294, 0.1922, 0.2555)
O (-1.8753, -0.7738, 1.3891)
H (2.1601, 0.5454, 0.9019)
H (2.3998, 1.1153, -0.8158)
C (1.6943, 0.9630, 0.0041)
C (-1.2152, 0.2579, -2.5993)
H (0.0973, -1.8661, -0.9327)
H (0.8621, 0.9268, -2.7670)
H (1.5176, -1.2230, -1.7833)
C (-0.5342, 0.6653, 2.7503)

Entry ii
Molecular formula: C6H17NO2
Method: DFT, wB97M-V/def2-TZVPD

Calculated values
Structure (SMILES): CCCCCNCO.O
Gap between HOMO and LUMO, eV: 9.7
LUMO level, eV: 0.69
E_HOMO, eV: -9.0
Multiplicity: 1

Positions of all 26 atoms, in Å:
H (1.3465, 0.8697, 1.1868)
O (-1.2001, -3.4923, 1.3150)
H (-0.8645, -4.2279, 0.9126)
H (-0.1514, -0.1754, -1.4274)
C (-3.4013, 0.5912, 0.3356)
C (0.8004, 0.3947, -1.1420)
H (-0.6708, -2.7478, 1.1175)
H (-3.5364, -0.4948, 0.4244)
H (4.0569, 1.3354, -0.7138)
H (1.2320, 1.0542, -1.8425)
H (-0.8516, -0.5011, 0.9813)
C (0.5540, 0.8911, 0.3465)
H (3.7021, -1.4140, -0.3441)
C (-0.8311, 0.5086, 0.8688)
H (-1.0784, 0.7439, 1.8323)
N (1.7674, -0.7383, -1.0457)
H (-1.7265, 2.1615, 0.1459)
H (-1.7792, 1.1891, -1.0303)
H (-4.0565, 0.8370, -0.5409)
H (0.6169, 2.0093, 0.2135)
C (3.0919, -0.3496, -0.3447)
C (-1.9938, 1.1197, 0.0004)
H (2.1047, -1.0369, -1.9330)
H (2.9183, -0.2662, 0.7077)
O (3.6516, 0.5584, -1.2068)
H (-3.7010, 1.1806, 1.1830)

Which one sits at the top of the stability order? entry ii does.

Entry i
Molecular formula: C4H8N2
Method: DFT, wB97M-V/def2-TZVPD

Calculated values
Structure (SMILES): CC#[N+]/C=[NH+]/C
Gap between HOMO and LUMO, eV: 10.0
LUMO level, eV: -11.34
Charge: +2
E_HOMO, eV: -21.3
Multiplicity: 1

Positions of all 14 atoms, in Å:
H (-0.7569, -1.4933, 0.7096)
N (-1.3581, 0.2623, -0.1380)
C (-0.4542, -0.6004, 0.1103)
C (3.3464, 0.2351, -0.0564)
H (-3.3840, 0.2473, -0.9072)
N (0.8349, -0.4334, 0.0501)
H (3.8628, -0.6483, 0.2313)
C (1.9560, -0.0301, 0.0023)
C (-2.7728, 0.1406, 0.0274)
H (3.4711, 0.9387, 0.8478)
H (-3.2111, -0.8105, 0.4549)
H (3.6304, 0.9350, -0.8365)
H (-1.0491, 1.0096, -0.7185)
H (-3.0923, 0.9587, 0.6352)

Entry ii
Molecular formula: C4H8N2
Method: DFT, wB97M-V/def2-TZVPD

Calculated values
Gap between HOMO and LUMO, eV: 10.3
LUMO level, eV: -10.15
Charge: +2
E_HOMO, eV: -20.4
Multiplicity: 1

Positions of all 14 atoms, in Å:
H (0.7477, -0.6780, -2.4086)
C (-0.9682, -2.5528, 0.9492)
N (0.2451, 1.3214, 0.2151)
N (0.1167, -2.5492, 0.5190)
H (0.9320, 3.2239, 0.8500)
H (-2.0272, -2.3603, 1.1892)
C (0.5115, 2.1996, 1.2701)
H (1.0169, -3.0886, 0.4880)
H (-0.3995, 2.2543, 1.8360)
H (1.2523, 1.8007, 1.9727)
C (-0.0900, -0.1218, -1.8780)
H (-0.9627, -0.7415, -1.5822)
H (-0.4905, 0.6073, -2.6860)
C (0.1158, 0.6852, -0.7345)

Which one sits at the top of the stability order? entry i does.

Entry i
Molecular formula: C2HF2IO
Method: DFT, wB97M-V/def2-TZVPD

Calculated values
Gap between HOMO and LUMO (alpha / beta), eV: 8.2 / 8.2
LUMO level (alpha / beta), eV: -0.51 / -0.51
E_HOMO (alpha / beta), eV: -8.7 / -8.7
Multiplicity: 1

Positions of all 7 atoms, in Å:
F (0.1884, -1.5015, 1.1144)
C (-1.1987, 0.7187, -0.4336)
O (-1.3701, 1.5838, 0.2979)
C (0.5836, -0.5774, 0.2491)
H (-1.4505, 0.2918, -1.4196)
F (0.9489, -1.1964, -0.9136)
I (2.2984, 0.6809, 1.1054)

Entry ii
Molecular formula: C2HF2IO
Method: DFT, wB97M-V/def2-TZVPD

Calculated values
Gap between HOMO and LUMO (alpha / beta), eV: 9.0 / 7.4
LUMO level (alpha / beta), eV: 0.01 / -1.06
E_HOMO (alpha / beta), eV: -9.0 / -8.4
Multiplicity: 1

Positions of all 7 atoms, in Å:
O (-1.7780, -1.5260, -1.0308)
F (1.4052, 1.2902, -1.1057)
I (2.4934, -0.8829, 0.5530)
H (-2.4544, -0.3433, 0.4542)
C (1.1292, 0.7500, 0.0950)
C (-1.7618, -0.9465, 0.0068)
F (0.9664, 1.6585, 1.0275)

Which one sits at the top of the stability order? entry i does.